Entry from the OMol25 dataset: a 8-piece molecular cluster, C8H32O8 overall at a distorted geometry (the ωB97M-V functional and the def2-TZVPD basis).

Atoms and positions in Å:
C -2.717814 1.285562 3.433220
O -1.335406 1.110663 3.709661
H -2.935223 1.328234 2.365973
H -3.208828 0.412701 3.863478
H -3.165636 2.135082 3.948833
H -1.206515 1.003095 4.654867
C -1.086586 -2.302954 -3.593186
O -0.039773 -1.405599 -3.372227
H -1.987489 -2.036403 -3.040525
H -1.415193 -2.028100 -4.595462
H -0.771563 -3.341313 -3.489795
H 0.813119 -1.698655 -3.701289
C 0.038788 3.206586 0.330445
O 0.286455 3.006836 1.715853
H -0.991704 3.129440 -0.016292
H 0.258261 4.263436 0.178732
H 0.630780 2.613121 -0.366285
H -0.214036 3.683831 2.177145
C -1.909895 1.800224 -3.631518
O -0.671078 1.235777 -3.975266
H -2.251739 1.144265 -2.830906
H -1.927103 2.845136 -3.321730
H -2.675829 1.700265 -4.400583
H -0.560803 0.385857 -3.542740
C -1.622503 -3.316887 1.551900
O -1.657050 -2.120789 2.404436
H -1.572657 -3.080931 0.488909
H -0.657624 -3.809231 1.673164
H -2.464839 -3.931983 1.868493
H -0.946365 -2.103238 3.049591
C 2.694077 -2.453665 1.694336
O 2.915150 -1.296441 0.944857
H 1.972990 -2.273328 2.491586
H 2.284277 -3.309654 1.158193
H 3.697309 -2.670170 2.061432
H 3.447741 -1.529170 0.180798
C 3.549236 1.909404 -0.668646
O 3.479113 1.590998 0.691086
H 4.313666 1.299869 -1.150526
H 2.561188 1.810843 -1.118238
H 3.933654 2.913722 -0.846639
H 4.333839 1.214314 0.912800
C -0.069476 -0.388270 -0.290796
O -0.218103 -0.046170 1.080528
H -0.839814 -0.048149 -0.982892
H 0.858711 -0.001194 -0.711213
H 0.091302 -1.456902 -0.433161
H -1.039014 -0.380068 1.449597

Atoms 1-2, force components in eV/Å:
-0.454 -0.822 1.180
0.406 0.437 -0.811

As for the spin multiplicity: 2. The expectation value of S² is 0.76. Its net charge is +1. As for the gap between HOMO and LUMO (alpha / beta): 10.236 / 3.651 eV. The value obtained for the relative energy (zero: lowest compared OMol25 entry of this formula, charge and spin) is 3.020 eV.

Entry from the OMol25 dataset: a 8-piece molecular cluster, C8H32O8 overall at a distorted geometry (the ωB97M-V functional and the def2-TZVPD basis).

Atoms and positions in Å:
C -0.524585 -2.366567 4.115565
O -1.341145 -2.797187 5.160305
H -0.099965 -1.380327 4.303015
H 0.274315 -3.097347 3.989755
H -0.964275 -2.356767 3.118235
H -2.256665 -2.676607 4.897865
C 1.956765 4.762343 2.168595
O 1.347575 3.677783 2.815375
H 2.312515 5.273993 3.062885
H 2.773295 4.525873 1.486355
H 1.392355 5.563063 1.690685
H 0.674275 3.242663 2.287235
C -0.857495 -0.132907 0.217695
O -0.145435 0.673233 1.163775
H -1.684035 0.521993 -0.058055
H -0.272605 -0.191447 -0.700225
H -1.169255 -1.097517 0.618225
H 0.532385 0.062823 1.463065
C 1.414655 0.073083 -4.015255
O 0.963825 -1.224067 -4.226675
H 1.339695 0.450303 -2.995365
H 2.462605 0.174693 -4.297315
H 0.906875 0.781463 -4.669825
H 1.539825 -1.975157 -4.066435
C -0.538075 -3.429727 -0.732285
O -1.805955 -2.972347 -1.156155
H -0.332205 -4.430457 -1.112075
H 0.302835 -2.833577 -1.086655
H -0.535435 -3.600737 0.344215
H -1.630255 -2.359217 -1.873645
C 2.918005 -1.455257 0.372915
O 1.999495 -1.605157 1.498665
H 2.928825 -2.227017 -0.396745
H 2.795415 -0.465757 -0.067485
H 3.921585 -1.325637 0.778035
H 2.100315 -2.515827 1.785195
C -2.042445 3.709803 0.725195
O -0.925725 3.220423 1.424965
H -2.312725 4.685703 1.128515
H -1.824835 3.887833 -0.327925
H -2.863605 2.993833 0.691015
H -0.709675 2.376863 1.020825
C -2.279105 -0.137997 -3.392135
O -1.399715 -1.174657 -3.012445
H -2.981735 -0.547227 -4.118035
H -2.993875 0.224303 -2.653255
H -1.695335 0.716543 -3.734285
H -0.671255 -1.222097 -3.635905

Atoms 1-2, force components in eV/Å:
0.900 -0.224 -0.731
-0.632 -0.063 0.086

As for the spin multiplicity: 2. The expectation value of S² is 0.76. Its net charge is +1. As for the gap between HOMO and LUMO (alpha / beta): 8.916 / 1.887 eV. The value obtained for the relative energy (zero: lowest compared OMol25 entry of this formula, charge and spin) is 2.648 eV.

Entry from the OMol25 dataset: a 7-piece molecular cluster, C8H35B2O9 overall at a distorted geometry (the ωB97M-V functional and the def2-TZVPD basis).

Atoms and positions in Å:
O 0.494198 -0.016578 0.113953
H 1.276975 -0.162663 0.650149
H -0.288575 -0.287666 0.599113
H 0.468460 0.905183 -0.153058
B -1.735036 -0.813335 1.366206
H -2.758546 -1.153241 1.332604
H -1.475915 -0.652781 2.401250
H -1.063476 -1.556862 0.965679
H -1.624526 0.107641 0.814998
B 2.750636 1.142368 1.760051
H 2.714333 0.334742 1.045448
H 2.165906 1.940747 1.330025
H 2.313918 0.771640 2.674430
H 3.784344 1.446328 1.817352
C 1.097912 1.171732 -4.515015
C 0.274343 2.180129 -3.791280
O -0.940219 2.510682 -4.403086
O 0.390554 -0.019733 -4.745047
H 2.022762 1.064452 -3.948217
H 1.593600 1.367673 -5.465804
H 0.912631 3.054347 -3.663026
H -0.019710 1.746354 -2.835525
H -0.856511 2.159982 -5.292804
H 0.972942 -0.758881 -4.935028
C -1.831857 -3.936862 -3.067018
C -1.867438 -3.350051 -1.707579
O -1.871577 -1.984166 -1.645795
O -0.715905 -3.577774 -3.791721
H -2.603531 -3.486566 -3.691411
H -2.004655 -5.011620 -3.010976
H -1.002511 -3.733538 -1.166335
H -2.749628 -3.798453 -1.250677
H -1.787573 -1.714723 -0.728218
H -0.688275 -4.062059 -4.620166
C 1.923525 -2.239667 3.949064
C 0.892739 -1.503327 4.895745
O -0.399197 -2.054854 4.737006
O 1.908732 -1.514415 2.790829
H 1.600697 -3.272438 3.817657
H 2.983439 -2.249473 4.203194
H 0.936278 -0.463730 4.571035
H 1.045648 -1.603170 5.970336
H -0.722540 -1.720010 3.897405
H 2.272063 -0.634541 2.914973
C -0.599850 3.737771 1.643368
C -1.074026 3.019505 0.409003
O -0.011550 2.583439 -0.414010
O -1.737592 4.319422 2.268753
H 0.145540 4.503763 1.429476
H 0.022280 3.192484 2.353106
H -1.661005 3.735310 -0.166481
H -1.740312 2.158411 0.460791
H 0.149963 3.277836 -1.056919
H -1.282881 4.901237 2.882198

Atoms 1-2, force components in eV/Å:
1.826 -0.462 -2.046
1.714 0.126 0.924

As for the spin multiplicity: 1. Its net charge is -1. As for the gap between HOMO and LUMO: 8.605 eV. The value obtained for the relative energy (zero: lowest compared OMol25 entry of this formula, charge and spin) is 3.905 eV.

Entry from the OMol25 dataset: C8H36AgBClN16O8 as an isolated structure at a distorted geometry (the ωB97M-V functional and the def2-TZVPD basis).

Atoms and positions in Å:
Ag 1.723110 -21.614800 22.129210
B 3.857820 -22.389780 22.081610
H 3.749030 -21.830070 22.997650
H 4.905690 -22.637200 22.011060
H 3.295200 -23.303950 22.191140
H 3.515730 -21.863730 21.203840
Cl 1.128750 -21.147130 19.653700
C 5.977970 -23.137910 24.904910
O 5.755950 -21.969790 24.716110
N 5.383700 -23.984560 24.111160
N 6.674240 -23.766080 25.761940
H 4.828630 -23.600430 23.359860
H 5.726090 -24.934730 24.104930
H 6.916220 -23.169150 26.539910
H 6.882790 -24.751510 25.687540
C 2.051300 -21.788750 25.478250
O 1.692360 -22.190840 24.393030
N 1.216460 -21.914120 26.502990
N 3.162070 -21.228360 25.774250
H 0.296920 -22.325580 26.430580
H 1.600410 -21.674040 27.405780
H 3.912070 -21.222410 25.097820
H 3.333150 -20.843240 26.692140
C 1.999400 -18.315230 22.712950
O 2.346440 -19.470510 22.800960
N 2.590940 -17.319560 23.318250
N 1.076750 -18.043380 21.876570
H 3.246220 -17.664600 24.005020
H 2.109190 -16.439260 23.432670
H 0.897740 -18.756560 21.184150
H 0.828280 -17.069200 21.779960
C 5.356500 -18.851300 25.725680
O 5.553090 -19.518680 26.688750
N 5.291900 -19.244900 24.487930
N 5.096300 -17.585010 25.772070
H 5.312260 -18.538200 23.766630
H 5.565320 -20.213420 24.402500
H 4.923390 -17.163210 26.673340
H 5.080040 -16.977590 24.965310
C -0.230740 -24.190170 21.860800
O 0.739670 -23.563490 22.253360
N -1.281670 -24.178820 22.558020
N -0.275830 -25.030270 20.841790
H -1.309260 -23.770360 23.481330
H -2.109500 -24.673960 22.258620
H 0.428000 -25.339740 20.186850
H -1.211380 -25.342630 20.624350
C 2.377900 -26.422710 24.346660
O 3.142680 -27.124310 25.021380
N 2.700730 -25.354600 23.678700
N 1.113310 -26.633990 24.259000
H 3.689530 -25.212740 23.827880
H 2.044650 -24.724520 23.239770
H 0.727380 -27.460540 24.692540
H 0.438090 -26.058950 23.775770
C 7.200880 -21.337160 20.790340
O 8.293130 -21.239340 20.318890
N 6.945890 -21.099650 22.019660
N 6.162790 -21.616140 20.147160
H 7.727500 -20.804900 22.587380
H 6.092000 -21.583170 22.258800
H 5.375160 -22.016670 20.636350
H 6.153660 -21.729020 19.143530
C 4.510440 -24.504320 19.266140
O 5.003940 -24.936770 18.165630
N 3.301240 -24.080560 19.281150
N 5.120920 -24.520030 20.420550
H 3.065740 -23.727760 18.364540
H 2.979080 -23.751860 20.180190
H 6.100850 -24.764500 20.411320
H 4.700060 -23.807140 20.999140

Atoms 1-2, force components in eV/Å:
-1.456 1.163 -0.224
0.287 0.274 0.379

As for the spin multiplicity: 3. The expectation value of S² is 2.01. Its net charge is +1. As for the gap between HOMO and LUMO (alpha / beta): 9.154 / 3.387 eV.

Q: net charge of number 2 (C8H32O8)?
A: +1